The following is a quantum chemistry calculation of one molecule with the formula C3H4N2O, from the OMol25 dataset.

Structure (ORCA input):
```
! RIJCOSX wB97M-V def2-TZVPD def2/J DEFGRID3
* xyz 0 1
O 2.23 0.11 -0.31
C 0.88 -0.01 -0.26
N 0.43 -1.37 -0.39
N -0.78 -1.55 -0.21
C -1.18 1.52 -0.14
C -0.01 0.94 -0.14
H 2.55 -0.79 -0.47
H -0.93 -2.55 -0.38
H -1.72 1.76 0.78
H -1.62 1.80 -1.09
*
```

As for the LUMO energy: 0.0045 hartree. The value obtained for the relative energy (zero: lowest compared OMol25 entry of this formula, charge and spin) is 384.1 kJ/mol. The total energy is -8199.9044 eV. For the gap between HOMO and LUMO, the calculation gives 9.059 eV. As for the SMILES: [H]/N=N/C(O)=C=C.

Atom charges from the Löwdin analysis, given in e for atoms 1 to 6:
1 O 0.0442
2 C -0.4127
3 N 0.0006
4 N 0.0809
5 C 0.0241
6 C -0.0339

=====

The following is a quantum chemistry calculation of a 5-piece molecular cluster, C20H53BFN4O6 overall, from the OMol25 dataset.

Structure (ORCA input):
```
! RIJCOSX wB97M-V def2-TZVPD def2/J DEFGRID3
* xyz -1 1
C 1.26 1.53 0.75
C 0.25 0.62 0.01
F 0.11 -0.54 0.82
B -1.24 1.28 -0.21
O -1.40 2.51 0.58
C -2.79 2.83 0.41
C -3.43 1.37 0.59
O -2.41 0.46 0.29
H 2.27 1.27 0.37
H 1.12 2.60 0.57
H 1.27 1.27 1.81
H 0.66 0.37 -0.99
H -1.53 1.39 -1.40
H -2.94 3.53 1.24
H -2.81 3.24 -0.61
H -3.64 1.34 1.67
H -4.31 1.24 -0.05
C -1.84 -4.17 -3.79
C -0.87 -3.06 -4.20
C -0.86 -1.87 -3.22
O -1.96 -1.00 -3.34
C -3.13 -1.43 -2.66
N -1.18 -2.64 -5.57
H -2.88 -3.91 -4.00
H -1.62 -5.08 -4.34
H -1.75 -4.39 -2.72
H 0.13 -3.49 -4.19
H 0.02 -1.26 -3.46
H -0.74 -2.20 -2.18
H -2.89 -1.96 -1.73
H -3.74 -2.06 -3.31
H -3.71 -0.54 -2.40
H -0.48 -1.98 -5.87
H -2.03 -2.09 -5.53
C 0.07 -5.82 -0.11
C 0.47 -4.35 -0.19
C 1.99 -4.14 -0.33
O 2.73 -4.32 0.87
C 3.04 -5.67 1.17
N -0.07 -3.65 0.98
H 0.28 -6.26 0.86
H -1.01 -5.92 -0.28
H 0.58 -6.41 -0.87
H 0.00 -3.93 -1.08
H 2.16 -3.09 -0.61
H 2.41 -4.75 -1.14
H 3.22 -6.26 0.27
H 2.24 -6.13 1.76
H 3.94 -5.67 1.78
H 0.12 -2.65 0.87
H 0.49 -3.92 1.78
C 0.36 7.48 -2.45
C 0.09 6.07 -1.93
C -0.75 5.21 -2.89
O -2.14 5.52 -2.90
C -2.48 6.62 -3.72
N -0.53 6.16 -0.61
H -0.50 8.13 -2.36
H 1.17 7.94 -1.88
H 0.67 7.46 -3.50
H 1.06 5.57 -1.82
H -0.69 4.17 -2.55
H -0.34 5.23 -3.91
H -1.86 6.68 -4.62
H -2.42 7.56 -3.16
H -3.52 6.49 -4.03
H -0.62 5.22 -0.23
H -1.49 6.46 -0.74
C 2.63 -1.46 6.84
C 3.44 -0.51 5.96
C 2.62 0.68 5.43
O 1.76 0.37 4.36
C 0.51 -0.19 4.74
N 4.05 -1.28 4.87
H 1.97 -2.10 6.26
H 3.30 -2.12 7.40
H 2.03 -0.90 7.56
H 4.24 -0.10 6.58
H 3.33 1.41 5.02
H 2.08 1.19 6.23
H 0.15 0.23 5.69
H 0.58 -1.28 4.82
H -0.21 0.04 3.96
H 4.67 -0.67 4.35
H 3.32 -1.51 4.21
*
```

As for the LUMO energy: 0.0988 hartree. The total energy is -43238.5939 eV. For the gap between HOMO and LUMO, the calculation gives 6.940 eV.

Atom charges from the Löwdin analysis, given in e for atoms 1 to 6:
1 C -0.0526
2 C -0.2548
3 F -0.0951
4 B -0.7309
5 O -0.1103
6 C -0.1866

=====

The following is a quantum chemistry calculation of a 4-piece molecular cluster, C24H35F9N2O11S2 overall, from the OMol25 dataset.

Structure (ORCA input):
```
! RIJCOSX wB97M-V def2-TZVPD def2/J DEFGRID3
* xyz 0 1
N -2.85 0.33 -2.08
C -3.10 0.61 -0.70
O -4.18 0.40 -0.19
C -1.97 1.12 0.15
C -0.62 0.43 -0.06
O -0.40 -0.35 1.12
C 0.71 -1.10 1.23
O 0.79 -1.97 2.06
O 1.69 -0.75 0.38
C 2.63 -1.80 0.14
C 3.23 -1.68 -1.24
C 4.32 -0.58 -1.30
S 4.19 0.68 -2.60
C 4.54 -0.17 -4.06
S 4.94 0.71 -5.36
N 4.43 -1.58 -4.01
C 3.61 -2.11 -5.10
C 3.45 -3.60 -4.91
O 4.67 -4.28 -4.83
C 5.56 -3.71 -3.91
C 5.74 -2.22 -4.09
H -3.19 1.10 -2.64
H -3.43 -0.46 -2.30
H -1.86 2.19 0.08
H -2.28 0.92 1.17
H -0.63 -0.17 -0.95
H 0.15 1.18 -0.16
H 3.42 -1.76 0.88
H 2.14 -2.76 0.25
H 2.47 -1.57 -1.99
H 3.72 -2.62 -1.41
H 5.27 -1.06 -1.43
H 4.30 0.00 -0.39
H 2.64 -1.62 -5.08
H 4.04 -1.90 -6.08
H 2.94 -3.99 -5.78
H 2.81 -3.78 -4.05
H 5.28 -3.90 -2.88
H 6.53 -4.18 -4.07
H 6.39 -1.87 -3.29
H 6.24 -1.98 -5.02
C -0.62 7.73 -3.97
C -1.19 6.32 -3.94
O -0.14 5.34 -3.80
C 0.32 5.17 -2.57
O -0.03 5.72 -1.58
C 1.40 4.06 -2.58
F 2.28 4.23 -3.56
F 0.82 2.88 -2.74
F 2.05 4.05 -1.43
H 0.13 7.82 -4.76
H -1.42 8.44 -4.16
H -0.14 7.98 -3.03
H -1.67 6.09 -4.89
H -1.92 6.20 -3.15
C -5.11 -0.60 2.73
C -4.36 -1.91 2.85
O -4.66 -2.59 4.09
C -5.79 -3.26 4.13
O -6.58 -3.38 3.25
C -5.93 -3.94 5.50
F -5.66 -3.09 6.49
F -5.08 -4.97 5.59
F -7.16 -4.40 5.66
H -4.92 0.03 3.59
H -4.79 -0.08 1.83
H -6.19 -0.77 2.68
H -3.29 -1.73 2.88
H -4.56 -2.57 2.02
C 0.06 -1.69 5.50
C 0.22 -0.32 6.13
O -0.57 0.67 5.44
C -1.85 0.69 5.73
O -2.43 0.00 6.51
C -2.54 1.79 4.90
F -2.15 1.73 3.62
F -2.23 3.00 5.37
F -3.85 1.64 4.93
H 0.31 -1.64 4.43
H 0.72 -2.41 5.98
H -0.97 -2.04 5.58
H 1.25 0.02 6.05
H -0.05 -0.33 7.19
*
```

As for the LUMO energy: -0.0113 hartree. The total energy is -97086.5835 eV. For the gap between HOMO and LUMO, the calculation gives 8.575 eV. As for the SMILES: NC(=O)CCOC(=O)OCCCSC(=S)N1CCOCC1.CCOC(=O)C(F)(F)F.CCOC(=O)C(F)(F)F.CCOC(=O)C(F)(F)F.

Atom charges from the Löwdin analysis, given in e for atoms 1 to 6:
1 N 0.1142
2 C -0.4551
3 O 0.0775
4 C -0.0600
5 C -0.1357
6 O 0.0482

=====

The following is a quantum chemistry calculation of C11H22BN2 as an isolated structure, from the OMol25 dataset.

Structure (ORCA input):
```
! RIJCOSX wB97M-V def2-TZVPD def2/J DEFGRID3
* xyz 1 1
B 0.31 -0.51 -0.45
C 2.46 -1.09 2.34
C -1.53 -0.20 2.28
C 0.31 -1.84 2.66
C 0.51 -0.06 1.18
C 1.98 0.12 1.60
C 1.49 -0.35 -1.45
C 2.31 1.50 2.35
C -2.15 1.63 -3.73
C -1.17 -0.96 -0.99
C -1.92 0.93 -2.35
C -1.49 -0.45 -2.39
N 1.69 -1.93 2.83
N -0.39 -0.67 2.13
H 3.56 -1.14 2.56
H -1.76 0.64 1.75
H -2.38 -0.69 2.94
H -0.08 -2.80 2.07
H -0.11 -1.97 3.72
H -0.09 1.11 0.91
H 2.68 0.24 0.76
H 2.11 0.58 -1.26
H 1.16 -0.12 -2.47
H 2.11 -1.15 -1.45
H 1.81 1.56 3.31
H 2.09 2.50 1.70
H 3.40 1.53 2.55
H -2.93 0.86 -4.11
H -1.23 1.64 -4.42
H -2.54 2.66 -3.54
H -1.82 -0.56 -0.21
H -1.25 -2.09 -1.02
H -1.28 1.61 -1.80
H -2.95 0.96 -1.95
H -0.64 -0.41 -3.08
H -2.26 -1.05 -2.99
*
```

As for the LUMO energy: -0.1613 hartree. The value obtained for the relative energy (zero: lowest compared OMol25 entry of this formula, charge and spin) is 63.7 kJ/mol. The total energy is -15410.0821 eV. For the gap between HOMO and LUMO, the calculation gives 9.322 eV.

Atom charges from the Löwdin analysis, given in e for atoms 1 to 6:
1 B -0.1902
2 C -0.1042
3 C 0.1501
4 C -0.1671
5 C -0.1391
6 C -0.2912

=====

The following is a quantum chemistry calculation of C17H18BBaBrN6O2 as an isolated structure, from the OMol25 dataset.

Structure (ORCA input):
```
! RIJCOSX wB97M-V def2-TZVPD def2/J DEFGRID3
* xyz 0 1
H -0.04 3.03 0.37
N 0.38 1.81 -1.31
B 1.01 0.96 -3.62
N 0.88 2.10 -2.57
C 1.10 3.42 -2.70
Ba -0.69 -0.66 -0.28
H 1.48 3.83 -3.62
C 0.75 4.03 -1.49
H 0.79 5.08 -1.25
C 0.31 2.98 -0.65
H 1.41 1.37 -4.67
C -2.09 -2.58 0.59
H -2.55 -2.98 1.50
H -1.03 -2.87 0.64
H -2.59 -3.03 -0.27
N -0.40 0.33 -3.74
N 1.96 -0.15 -3.06
N -1.05 -0.23 -2.62
N 1.66 -0.76 -1.85
C -1.21 0.27 -4.81
C 3.07 -0.69 -3.60
H -0.85 0.66 -5.76
H 3.44 -0.34 -4.55
C -2.41 -0.32 -4.44
C 3.53 -1.67 -2.72
C -2.28 -0.62 -3.07
C 2.63 -1.67 -1.64
H -3.25 -0.50 -5.08
H 4.40 -2.29 -2.85
H -3.01 -1.08 -2.41
H 2.65 -2.29 -0.74
H -2.33 -1.40 0.63
Br -1.73 2.23 4.03
C -0.94 0.79 4.94
C -1.09 0.74 6.34
C -0.61 -0.35 7.08
C 0.05 -1.39 6.41
C 0.23 -1.32 5.03
C -0.25 -0.25 4.27
C -0.08 -0.30 2.76
O 0.29 -1.42 2.27
O -0.34 0.72 2.06
H -1.60 1.56 6.85
H -0.75 -0.37 8.16
H 0.42 -2.25 6.96
H 0.74 -2.14 4.50
*
```

As for the LUMO energy: -0.0107 hartree. The total energy is -102371.6159 eV. For the gap between HOMO and LUMO, the calculation gives 8.301 eV.

Atom charges from the Löwdin analysis, given in e for atoms 1 to 6:
1 H 0.0995
2 N -0.0529
3 B -0.5068
4 N -0.0426
5 C -0.0851
6 Ba 2.0602

=====

The following is a quantum chemistry calculation of C16H13N3O2Zr as an isolated structure, from the OMol25 dataset.

Structure (ORCA input):
```
! RIJCOSX wB97M-V def2-TZVPD def2/J DEFGRID3
* xyz 2 1
Zr -1.28 -0.29 -0.92
O -2.63 -0.07 0.42
C -2.50 -0.90 1.51
C -3.63 -1.55 1.99
C -3.52 -2.34 3.12
C -2.31 -2.48 3.80
C -1.19 -1.82 3.34
C -1.25 -1.03 2.17
C -0.07 -0.29 1.79
N 0.10 0.18 0.59
N 1.10 1.09 0.34
C 0.88 1.66 -0.80
O -0.21 1.22 -1.51
C 1.69 2.71 -1.37
C 2.80 3.18 -0.65
C 3.58 4.18 -1.18
C 3.27 4.72 -2.43
C 2.17 4.25 -3.14
C 1.38 3.25 -2.62
H -4.57 -1.40 1.49
H -4.41 -2.84 3.50
H -2.25 -3.08 4.69
H -0.25 -1.90 3.87
H 0.70 -0.09 2.53
H 3.03 2.75 0.32
H 4.44 4.55 -0.63
H 3.89 5.50 -2.84
H 1.94 4.68 -4.11
H 0.52 2.89 -3.17
C -0.10 -4.92 -1.77
C -0.48 -3.56 -1.50
N -0.79 -2.47 -1.29
H 0.29 -4.99 -2.78
H -0.98 -5.56 -1.68
H 0.66 -5.23 -1.05
*
```

As for the LUMO energy: -0.3110 hartree. The total energy is -26634.5800 eV. For the gap between HOMO and LUMO, the calculation gives 5.883 eV.

Atom charges from the Löwdin analysis, given in e for atoms 1 to 6:
1 Zr 1.9815
2 O -0.2514
3 C -0.2995
4 C 0.0161
5 C -0.0042
6 C -0.0262

=====

no.,maximum force (eV Å⁻¹)
1,0.64
2,2.24
3,1.25
4,6.29
5,6.34
6,0.37